No. 1
{
  "formula": "C42H105CrCsN7O4P",
  "method": "the ωB97M-V functional and the def2-TZVPD basis",
  "species": ["Cr", "Cs", "P", "O", "O", "O", "O", "C", "C", "N", "C", "C", "C", "C", "H", "H", "H", "H", "H", "H", "H", "H", "H", "H", "H", "H", "H", "H", "H", "C", "C", "N", "C", "C", "C", "C", "H", "H", "H", "H", "H", "H", "H", "H", "H", "H", "H", "H", "H", "H", "H", "C", "C", "N", "C", "C", "C", "C", "H", "H", "H", "H", "H", "H", "H", "H", "H", "H", "H", "H", "H", "H", "H", "C", "C", "N", "C", "C", "C", "C", "H", "H", "H", "H", "H", "H", "H", "H", "H", "H", "H", "H", "H", "H", "H", "C", "C", "N", "C", "C", "C", "C", "H", "H", "H", "H", "H", "H", "H", "H", "H", "H", "H", "H", "H", "H", "H", "C", "C", "N", "C", "C", "C", "C", "H", "H", "H", "H", "H", "H", "H", "H", "H", "H", "H", "H", "H", "H", "H", "C", "C", "N", "C", "C", "C", "C", "H", "H", "H", "H", "H", "H", "H", "H", "H", "H", "H", "H", "H", "H", "H"],
  "xyz": [[-18.400, 33.434, 10.919], [-19.027, 28.811, 10.203], [-17.679, 31.413, 11.880], [-17.317, 29.984, 12.314], [-18.880, 32.249, 12.364], [-18.164, 31.610, 10.439], [-16.800, 32.690, 11.754], [-19.039, 26.000, 7.488], [-17.579, 26.058, 8.019], [-17.478, 26.068, 9.495], [-17.878, 24.813, 10.183], [-17.976, 24.991, 11.702], [-16.135, 26.507, 9.931], [-14.980, 25.535, 9.635], [-19.551, 25.073, 7.746], [-19.050, 26.165, 6.411], [-19.593, 26.802, 7.977], [-17.045, 25.161, 7.704], [-17.034, 26.822, 7.464], [-18.908, 24.722, 9.839], [-17.283, 23.949, 9.887], [-18.394, 25.947, 12.020], [-18.665, 24.250, 12.107], [-17.011, 24.826, 12.182], [-16.060, 26.918, 10.938], [-15.903, 27.325, 9.248], [-14.006, 25.862, 9.998], [-14.925, 25.337, 8.564], [-15.159, 24.565, 10.099], [-21.519, 30.863, 8.131], [-20.208, 30.889, 7.295], [-19.839, 29.615, 6.653], [-18.522, 29.746, 6.022], [-17.408, 29.832, 7.046], [-20.889, 29.169, 5.697], [-21.166, 30.070, 4.550], [-22.392, 30.786, 7.484], [-21.501, 31.783, 8.715], [-21.500, 30.035, 8.840], [-20.262, 31.681, 6.549], [-19.422, 31.189, 7.987], [-18.340, 28.910, 5.347], [-18.376, 30.620, 5.387], [-17.351, 30.775, 7.589], [-17.432, 28.943, 7.676], [-16.417, 29.734, 6.602], [-21.791, 29.080, 6.303], [-20.665, 28.188, 5.278], [-21.443, 31.079, 4.857], [-21.854, 29.590, 3.853], [-20.223, 30.220, 4.025], [-14.696, 30.585, 9.606], [-13.971, 31.940, 9.574], [-13.313, 32.166, 8.304], [-12.433, 33.302, 8.426], [-11.096, 32.926, 9.069], [-14.210, 32.276, 7.149], [-15.289, 33.363, 7.188], [-14.981, 30.263, 10.608], [-14.054, 29.849, 9.122], [-15.627, 30.648, 9.044], [-14.613, 32.786, 9.817], [-13.258, 31.787, 10.384], [-12.948, 34.144, 8.888], [-12.228, 33.740, 7.449], [-10.772, 32.023, 8.551], [-11.149, 32.699, 10.134], [-10.463, 33.800, 8.918], [-13.636, 32.477, 6.245], [-14.614, 31.318, 6.822], [-16.043, 33.215, 7.961], [-14.983, 34.408, 7.237], [-15.783, 33.425, 6.219], [-22.045, 28.317, 14.293], [-21.132, 28.449, 13.053], [-21.905, 28.267, 11.814], [-22.918, 29.290, 11.542], [-22.315, 30.657, 11.744], [-22.325, 26.909, 11.557], [-21.204, 25.890, 11.668], [-22.429, 27.306, 14.424], [-22.880, 29.016, 14.341], [-21.431, 28.488, 15.177], [-20.556, 29.374, 13.082], [-20.302, 27.745, 13.102], [-23.266, 29.145, 10.519], [-23.800, 29.150, 12.167], [-22.982, 31.402, 11.310], [-22.079, 30.938, 12.770], [-21.407, 30.742, 11.146], [-22.614, 26.796, 10.512], [-23.170, 26.667, 12.202], [-20.430, 26.209, 10.970], [-21.555, 24.901, 11.373], [-20.848, 25.852, 12.697], [-19.971, 25.921, 16.064], [-19.119, 26.924, 16.852], [-17.744, 27.013, 16.325], [-16.874, 27.775, 17.216], [-16.620, 27.292, 18.620], [-17.630, 27.605, 15.004], [-16.323, 27.257, 14.253], [-20.175, 26.314, 15.067], [-20.952, 25.737, 16.504], [-19.498, 24.941, 16.002], [-19.538, 27.930, 16.870], [-19.145, 26.607, 17.895], [-15.951, 27.865, 16.644], [-17.200, 28.807, 17.347], [-16.016, 28.036, 19.139], [-17.551, 27.157, 19.170], [-16.140, 26.316, 18.539], [-17.928, 28.654, 14.996], [-18.397, 27.134, 14.389], [-15.458, 27.858, 14.534], [-16.493, 27.395, 13.185], [-16.039, 26.207, 14.321], [-24.325, 23.576, 6.954], [-24.920, 24.994, 7.326], [-23.944, 25.980, 7.785], [-22.993, 26.330, 6.774], [-23.523, 26.948, 5.481], [-24.427, 27.203, 8.393], [-25.427, 26.982, 9.547], [-25.144, 22.874, 6.796], [-23.764, 23.148, 7.785], [-23.732, 23.630, 6.041], [-25.524, 25.353, 6.493], [-25.616, 24.832, 8.149], [-22.250, 26.942, 7.286], [-22.383, 25.473, 6.488], [-23.979, 27.934, 5.569], [-22.736, 27.220, 4.777], [-24.245, 26.355, 4.920], [-24.963, 27.750, 7.618], [-23.547, 27.660, 8.844], [-26.313, 26.558, 9.075], [-25.745, 27.902, 10.037], [-24.985, 26.332, 10.303], [-18.757, 32.467, 18.636], [-20.169, 32.406, 18.048], [-20.287, 33.040, 16.701], [-19.423, 32.409, 15.732], [-19.893, 31.024, 15.302], [-21.712, 33.163, 16.355], [-21.826, 34.214, 15.240], [-18.714, 32.366, 19.721], [-18.260, 33.393, 18.350], [-18.097, 31.681, 18.268], [-20.503, 31.370, 17.991], [-20.792, 32.870, 18.813], [-18.402, 32.272, 16.089], [-19.271, 33.099, 14.902], [-19.148, 30.551, 14.663], [-20.852, 31.025, 14.783], [-19.946, 30.431, 16.216], [-22.003, 32.167, 16.024], [-22.365, 33.377, 17.201], [-22.868, 34.449, 15.020], [-21.445, 35.178, 15.578], [-21.273, 33.949, 14.339]],
  "mulliken_charge": [-0.225, -0.554, 1.729, -0.360, -0.337, 0.703, -0.942, -0.774, -1.285, 0.861, -0.716, -1.162, 0.291, -1.490, 0.600, 0.511, -0.186, 0.311, 0.696, 0.239, 0.459, 0.020, 0.591, 0.423, -0.186, 0.136, 0.430, 0.341, 0.309, -1.104, -0.372, 1.118, -1.502, 0.068, -0.183, -1.575, 0.399, 0.508, -0.029, 0.439, -0.042, 0.586, 0.333, 0.231, -0.684, 0.678, -0.141, 0.399, 0.271, 0.469, 0.313, -0.764, -0.875, 0.214, -0.596, -1.284, -0.680, -0.861, 0.505, 0.516, -0.317, 0.408, 0.379, 0.360, 0.490, 0.317, 0.299, 0.407, 0.475, 0.239, -0.072, 0.357, 0.462, -1.374, 1.014, 1.577, -0.187, -0.861, -0.160, -0.670, 0.344, 0.361, 0.136, -0.204, -0.854, -0.083, 0.400, 0.582, 0.103, -0.114, -0.514, 0.478, -0.236, 0.659, 0.100, -1.124, 0.126, 0.077, -0.079, -1.412, 1.392, -1.070, -0.035, 0.453, 0.357, -0.081, 0.370, 0.353, 0.095, 0.416, 0.336, 0.340, -0.244, -0.987, 0.493, -0.131, 0.370, -1.314, -0.556, 0.379, -0.082, -1.452, -0.122, -1.564, 0.442, 0.276, 0.289, 0.441, 0.408, -0.230, 0.331, 0.340, 0.488, 0.416, 0.409, -0.118, 0.542, 0.395, 0.249, -1.173, -0.321, 0.122, -1.211, 1.304, -0.311, -1.164, 0.422, 0.331, 0.111, 0.262, 0.435, 0.367, 0.228, -0.561, -0.372, -0.076, 0.147, 0.509, 0.437, 0.353, 0.092],
  "spin_multiplicity": 4,
  "homo_energy_ev": [-9.85, -9.85],
  "charge": 1,
  "de_lowest_kcal_mol": 129.2,
  "e_tot_ev": -102128.794,
  "s_squared": 3.979,
  "lumo_ev": [-5.17, -5.09]
}

No. 2
{
  "formula": "C42H108N6O18",
  "method": "the ωB97M-V functional and the def2-TZVPD basis",
  "species": ["C", "O", "C", "C", "N", "C", "C", "O", "C", "H", "H", "H", "H", "H", "H", "H", "H", "H", "H", "H", "H", "H", "H", "H", "C", "O", "C", "C", "N", "C", "C", "O", "C", "H", "H", "H", "H", "H", "H", "H", "H", "H", "H", "H", "H", "H", "H", "H", "C", "O", "C", "C", "N", "C", "C", "O", "C", "H", "H", "H", "H", "H", "H", "H", "H", "H", "H", "H", "H", "H", "H", "H", "C", "O", "C", "C", "N", "C", "C", "O", "C", "H", "H", "H", "H", "H", "H", "H", "H", "H", "H", "H", "H", "H", "H", "H", "C", "O", "C", "C", "N", "C", "C", "O", "C", "H", "H", "H", "H", "H", "H", "H", "H", "H", "H", "H", "H", "H", "H", "H", "C", "O", "C", "C", "N", "C", "C", "O", "C", "H", "H", "H", "H", "H", "H", "H", "H", "H", "H", "H", "H", "H", "H", "H", "O", "C", "C", "O", "H", "H", "H", "H", "H", "H", "O", "C", "C", "O", "H", "H", "H", "H", "H", "H", "O", "C", "C", "O", "H", "H", "H", "H", "H", "H"],
  "xyz": [[8.210, 4.441, 4.225], [7.103, 3.664, 3.773], [5.925, 3.962, 4.470], [4.764, 4.409, 3.606], [4.089, 3.220, 3.039], [3.408, 3.370, 1.759], [2.301, 4.429, 1.725], [1.405, 4.324, 2.804], [0.232, 5.115, 2.646], [7.939, 5.497, 4.124], [9.099, 4.180, 3.661], [8.355, 4.254, 5.294], [6.017, 4.715, 5.264], [5.579, 3.066, 5.001], [5.133, 5.012, 2.767], [4.060, 5.083, 4.105], [3.444, 2.978, 3.785], [2.918, 2.395, 1.737], [4.137, 3.600, 0.986], [1.734, 4.241, 0.796], [2.627, 5.457, 1.502], [0.399, 6.051, 3.189], [-0.583, 4.511, 3.036], [0.050, 5.414, 1.610], [-9.815, -4.357, -7.239], [-9.266, -3.895, -6.011], [-8.415, -4.789, -5.365], [-8.207, -4.262, -3.937], [-9.469, -4.134, -3.244], [-9.346, -3.773, -1.839], [-8.867, -2.368, -1.520], [-7.470, -2.255, -1.786], [-6.850, -1.193, -1.069], [-10.519, -5.117, -6.895], [-9.159, -4.790, -8.006], [-10.260, -3.555, -7.826], [-7.446, -4.872, -5.883], [-8.790, -5.824, -5.361], [-7.643, -3.325, -3.968], [-7.616, -5.045, -3.447], [-10.034, -3.513, -3.812], [-8.747, -4.545, -1.349], [-10.285, -3.930, -1.298], [-8.971, -2.238, -0.432], [-9.445, -1.550, -1.958], [-5.967, -0.846, -1.599], [-6.651, -1.567, -0.063], [-7.538, -0.346, -0.995], [7.228, -2.047, -11.552], [8.044, -2.708, -10.595], [7.303, -3.590, -9.766], [6.461, -2.731, -8.793], [6.336, -3.192, -7.427], [5.258, -4.175, -7.180], [5.189, -4.575, -5.735], [4.533, -3.588, -4.944], [4.688, -3.687, -3.556], [7.942, -1.513, -12.180], [6.540, -1.323, -11.118], [6.735, -2.772, -12.205], [7.979, -4.216, -9.175], [6.768, -4.372, -10.316], [5.476, -2.567, -9.259], [6.962, -1.765, -8.761], [6.091, -2.423, -6.813], [5.496, -5.069, -7.763], [4.336, -3.768, -7.615], [6.168, -4.854, -5.346], [4.525, -5.448, -5.730], [3.760, -3.998, -3.065], [5.147, -2.746, -3.243], [5.361, -4.463, -3.159], [7.980, -1.144, -3.933], [7.996, -0.190, -2.865], [7.031, -0.522, -1.896], [7.131, 0.510, -0.791], [6.308, 0.122, 0.343], [6.315, 1.096, 1.449], [6.589, 0.405, 2.805], [5.787, -0.738, 3.064], [4.435, -0.464, 3.353], [6.960, -1.161, -4.327], [8.337, -2.097, -3.534], [8.672, -0.818, -4.707], [7.143, -1.521, -1.456], [5.990, -0.511, -2.245], [6.751, 1.472, -1.141], [8.163, 0.643, -0.443], [6.301, -0.802, 0.751], [5.323, 1.547, 1.375], [6.998, 1.931, 1.281], [6.468, 1.081, 3.653], [7.618, 0.052, 2.733], [3.851, -1.368, 3.147], [4.117, 0.265, 2.603], [4.082, -0.238, 4.364], [-2.104, 1.068, 6.837], [-2.687, 2.364, 6.777], [-1.711, 3.409, 6.789], [-2.485, 4.683, 6.463], [-3.110, 5.203, 7.648], [-3.882, 6.426, 7.387], [-4.752, 6.806, 8.599], [-6.127, 6.800, 8.240], [-6.967, 6.669, 9.367], [-1.681, 0.855, 5.844], [-2.887, 0.334, 6.991], [-1.241, 1.050, 7.504], [-1.037, 3.152, 5.962], [-1.210, 3.519, 7.753], [-3.197, 4.388, 5.681], [-1.735, 5.365, 6.053], [-3.767, 4.529, 8.030], [-4.514, 6.254, 6.507], [-3.207, 7.264, 7.213], [-4.473, 7.812, 8.921], [-4.586, 6.062, 9.382], [-7.974, 6.417, 9.038], [-6.996, 7.625, 9.893], [-6.729, 5.877, 10.084], [2.860, -1.382, -0.845], [1.567, -0.900, -0.543], [1.483, 0.010, 0.561], [-0.014, 0.387, 0.639], [-0.551, 0.451, 1.968], [-0.683, -0.808, 2.674], [-1.725, -1.770, 2.064], [-2.902, -1.096, 1.733], [-3.803, -1.709, 0.807], [3.456, -0.770, -1.520], [2.765, -2.371, -1.306], [3.415, -1.689, 0.049], [2.090, 0.869, 0.268], [1.815, -0.524, 1.454], [-0.651, -0.180, -0.057], [-0.055, 1.370, 0.155], [-1.387, 1.007, 2.033], [-1.144, -0.551, 3.636], [0.286, -1.244, 2.903], [-1.891, -2.602, 2.756], [-1.222, -2.205, 1.190], [-4.065, -2.642, 1.316], [-3.442, -2.066, -0.163], [-4.607, -0.992, 0.709], [-5.709, 3.952, 4.822], [-6.072, 2.598, 4.500], [-4.898, 2.046, 3.693], [-4.783, 0.633, 3.712], [-5.100, 3.893, 5.564], [-6.167, 2.021, 5.423], [-7.043, 2.644, 4.017], [-3.955, 2.522, 3.981], [-4.981, 2.363, 2.642], [-4.006, 0.341, 3.225], [-5.533, -4.431, -1.216], [-4.533, -4.716, -2.180], [-3.440, -5.437, -1.394], [-3.868, -6.753, -1.062], [-6.205, -3.843, -1.592], [-4.786, -5.355, -3.032], [-4.118, -3.795, -2.608], [-3.226, -4.871, -0.487], [-2.583, -5.606, -2.046], [-4.645, -6.700, -0.496], [1.330, 0.526, -2.860], [0.840, -0.311, -3.894], [-0.691, -0.304, -3.994], [-1.072, 0.815, -4.806], [1.057, 0.103, -2.024], [1.268, -0.109, -4.876], [1.256, -1.297, -3.617], [-1.043, -0.070, -2.988], [-1.132, -1.214, -4.406], [-0.946, 0.577, -5.728]],
  "mulliken_charge": [-0.880, -0.195, -0.720, -0.716, 0.163, -0.381, -0.867, -0.289, -0.736, 0.345, 0.209, 0.349, 0.531, 0.257, 0.358, 0.346, 0.241, -0.158, 0.394, 0.563, 0.415, 0.280, 0.116, 0.380, -0.792, -0.305, -0.731, -0.049, -0.315, -0.974, -0.486, -0.265, -0.820, 0.339, 0.294, 0.240, 0.357, 0.416, 0.176, 0.144, 0.274, 0.332, 0.407, 0.514, 0.319, 0.313, 0.248, 0.410, -0.707, -0.390, -0.560, -0.602, -0.288, -0.629, -0.617, -0.261, -0.585, 0.250, 0.295, 0.317, 0.386, 0.314, 0.312, 0.460, 0.162, 0.392, 0.370, 0.372, 0.303, 0.265, 0.064, 0.388, -0.675, -0.402, -0.260, -0.613, 0.143, -0.611, -0.488, -0.490, -0.130, 0.238, 0.304, 0.298, 0.388, 0.061, 0.217, 0.361, 0.256, -0.014, 0.427, 0.234, 0.369, 0.239, -0.210, 0.333, -0.564, -0.259, -0.666, -0.378, -0.387, -0.471, -0.581, -0.300, -0.757, 0.008, 0.283, 0.364, 0.437, 0.374, -0.002, 0.384, 0.315, 0.325, 0.269, 0.332, 0.406, 0.259, 0.298, 0.320, -0.769, -0.578, 0.133, -0.935, -0.004, -0.753, -0.632, -0.209, -0.671, 0.457, 0.073, 0.343, 0.563, 0.019, 0.282, 0.528, 0.262, -0.083, 0.336, 0.566, 0.351, 0.372, 0.303, 0.152, -0.502, -0.516, 0.347, -0.549, 0.227, 0.258, 0.307, -0.081, 0.246, 0.250, -0.518, -0.161, -0.582, -0.563, 0.195, 0.305, 0.301, 0.305, 0.361, 0.326, -0.534, -0.216, -0.218, -0.547, 0.197, 0.322, 0.172, 0.078, 0.324, 0.309],
  "homo_energy_ev": -8.05,
  "de_lowest_kcal_mol": 61.8,
  "e_tot_ev": -91088.081,
  "lumo_ev": 0.44
}